Formula: C21H28Cl3O4W
Source: the Open Molecules 2025 dataset
Level of theory: ωB97M-V/def2-TZVPD

Geometry as XYZ:
```
57
Properties=species:S:1:pos:R:3:forces:R:3:nbo_charge:R:1
O -3.41569 -2.89922 -5.44144 -1.062 -1.337 -0.998 -0.566
C -4.08619 -4.16910 -5.15951 -0.104 -0.266 0.348 -0.059
C -4.35203 -4.46859 -6.63165 0.394 0.596 0.075 -0.460
H -4.99958 -4.03892 -4.55633 0.451 0.080 -0.023 0.187
H -3.41085 -4.90399 -4.69501 -0.178 0.370 0.078 0.172
C -3.68015 -3.09901 -6.86234 -0.222 -0.430 -0.943 0.277
H -5.39452 -4.49609 -6.93872 0.044 -0.190 0.036 0.216
H -3.77237 -5.28498 -7.05313 -0.189 -0.185 0.059 0.211
C -4.64547 -2.09197 -7.44843 0.287 0.345 0.013 -0.628
H -5.56400 -2.02297 -6.86133 0.061 -0.054 -0.093 0.219
H -4.87341 -2.37544 -8.48695 -0.060 0.056 0.345 0.219
H -4.16774 -1.11106 -7.47053 -0.120 0.130 -0.008 0.210
C -2.41124 -3.17095 -7.68992 0.046 0.216 -0.081 -0.629
H -1.69581 -3.90396 -7.30251 -0.167 0.078 0.007 0.211
H -1.93404 -2.18691 -7.71381 0.086 -0.070 -0.019 0.209
H -2.67173 -3.44048 -8.72439 0.118 0.032 0.288 0.222
W 0.31687 0.26378 -0.23854 1.244 -7.959 4.396 1.452
C 2.55087 -0.03613 0.21835 -0.162 -1.045 0.299 -0.298
C 1.90716 -0.90850 1.17237 0.552 0.297 -1.051 -0.225
C 1.21150 -1.93635 0.44840 0.556 1.043 -1.034 -0.160
H 2.00085 -0.84558 2.25034 -0.323 0.177 -0.208 0.304
C 1.42466 -1.71542 -0.96421 0.592 0.454 0.844 -0.292
C 2.25036 -0.53643 -1.11272 -0.175 -0.472 0.331 -0.306
H 2.66414 -0.16880 -2.04745 -0.116 -0.088 0.254 0.283
H 3.24647 0.75891 0.47246 -0.314 -0.089 -0.131 0.283
H 0.65039 -2.75364 0.88719 -0.142 0.303 -0.073 0.299
H 1.09889 -2.37583 -1.75936 0.019 0.321 0.127 0.287
C 0.34605 2.37412 0.21231 -0.759 1.426 -0.330 -0.300
C 0.84146 2.17569 -1.12630 -0.574 1.185 -0.205 -0.275
C -0.18727 1.51746 -1.88832 -0.840 1.472 -0.473 -0.306
H 1.79463 2.54413 -1.50835 -0.274 -0.441 0.199 0.289
C -1.33619 1.33049 -1.02581 -0.515 1.903 -0.498 -0.330
C -0.99666 1.86317 0.27578 -0.536 1.999 -0.879 -0.279
H -1.67611 1.97214 1.11622 0.297 -0.463 0.056 0.315
H 0.83579 2.91140 1.01965 0.062 -0.409 -0.139 0.298
H -0.18389 1.32350 -2.95358 0.161 -0.242 0.192 0.297
H -2.32358 0.99074 -1.33162 0.345 -0.362 0.069 0.319
O -3.39433 -1.59805 -3.02454 1.279 -1.230 1.034 -0.532
C -2.04474 -1.79473 -3.51130 0.236 0.595 -0.633 -0.078
C -1.43796 -3.08311 -2.90488 -0.350 0.117 0.007 -0.436
H -1.39790 -0.91585 -3.28405 -0.349 -0.151 0.264 0.114
H -2.10893 -1.87836 -4.61431 0.184 0.293 1.050 0.248
C -2.57135 -3.65940 -2.04002 -0.879 -0.280 -0.638 -0.435
H -0.58584 -2.85657 -2.25280 -0.228 -0.071 -0.340 0.169
H -1.11567 -3.77324 -3.70401 -0.085 0.266 0.431 0.228
C -3.52188 -2.45447 -1.84492 0.200 0.572 0.346 -0.078
H -2.21116 -4.08299 -1.08928 -0.273 0.180 -0.340 0.221
H -3.11272 -4.44619 -2.61205 0.429 0.421 0.548 0.215
H -3.18697 -1.90338 -0.92463 -0.353 -0.186 -0.624 0.165
H -4.59389 -2.71549 -1.73075 0.701 0.120 -0.107 0.207
Cl -3.14604 0.80550 4.08754 0.116 -0.313 -0.079 0.028
C -2.60323 -0.86403 3.78225 0.883 -0.298 -1.158 -0.217
Cl -1.83598 -1.55296 5.22904 -0.153 0.215 -0.313 0.047
Cl -3.97240 -1.86919 3.28826 0.187 0.221 0.149 0.051
C -1.46236 -0.79148 2.56353 -0.427 0.101 1.073 0.761
O -0.47031 -0.10000 2.87426 -0.480 -0.224 -1.276 -0.678
O -1.72414 -1.41010 1.50176 0.880 1.273 -0.223 -0.666
```
Positions in Å, forces in eV/Å.

## Properties
- LUMO (spin up / spin down) (eV) = -5.80 / -6.12
- M (g/mol) = 634.65
- multiplicity = 3
- ⟨S²⟩ = 2.02
- net charge = +1

Formula: C3H7NO3
Source: the Open Molecules 2025 dataset
Level of theory: ωB97M-V/def2-TZVPD

Geometry as XYZ:
```
14
Properties=species:S:1:pos:R:3:forces:R:3:nbo_charge:R:1
C -0.83984 0.16899 0.04704 0.341 0.053 -0.203 0.729
C 1.73346 -0.64372 -0.48354 -0.315 0.390 -0.038 -0.259
C 0.93095 0.48109 -0.27794 -0.093 -0.081 0.464 -0.006
N -1.06386 -0.47898 1.27781 0.005 0.013 -0.067 -0.839
O -1.27423 -0.62173 -1.01202 0.014 0.138 0.153 -0.733
O -1.27449 1.44541 0.05828 0.124 -0.182 -0.016 -0.723
O 1.21283 1.63816 0.16572 -0.054 -0.190 -0.047 -0.720
H -2.16072 -0.94113 -0.78870 0.076 0.018 0.022 0.491
H -0.42453 1.98305 0.15716 0.005 -0.076 -0.008 0.515
H -0.58750 -1.36432 1.37416 -0.008 0.062 -0.020 0.378
H -0.91090 0.12684 2.07205 0.020 0.001 -0.070 0.394
H 1.27908 -1.53015 -0.90643 -0.044 0.024 0.010 0.209
H 2.80412 -0.63267 -0.30810 -0.013 0.022 -0.018 0.212
H 0.57563 0.36918 -1.37548 -0.058 -0.192 -0.161 0.351
```
Positions in Å, forces in eV/Å.

## Properties
- LUMO (spin up / spin down) (eV) = -0.95 / -0.95
- M (g/mol) = 105.09

Formula: C40H96ClN5O3
Source: the Open Molecules 2025 dataset
Level of theory: ωB97M-V/def2-TZVPD

Geometry as XYZ:
```
145
Properties=species:S:1:pos:R:3:forces:R:3:mulliken_charge:R:1
C -3.08310 -23.75311 -0.89867 0.417 0.842 0.736 -1.197
C -3.40742 -25.15938 -0.53537 -0.065 -1.105 0.716 -0.372
N -3.00522 -25.64706 0.92355 -0.040 1.424 0.401 0.228
C -3.62244 -24.64946 1.88997 -0.477 -0.446 -0.115 -1.114
C -3.60848 -27.04795 1.23348 -0.258 0.214 -0.983 -0.477
C -5.13426 -27.23432 0.87659 1.173 0.261 0.200 -1.228
C -1.44958 -25.63542 1.09076 -0.760 -0.532 -0.894 -0.637
C -0.86468 -26.09090 2.40836 0.272 -0.044 0.800 -0.714
O -0.96369 -27.47043 2.48510 -0.006 -1.502 0.169 -0.350
C -0.60046 -28.03921 3.75998 -0.811 0.260 0.039 -0.811
H -3.44593 -23.49299 -1.89305 0.122 -0.423 -0.106 0.429
H -2.00849 -23.57795 -0.84742 -0.088 0.332 -0.112 0.329
H -3.62487 -23.07224 -0.24218 0.303 0.201 0.089 0.301
H -2.92206 -25.83262 -1.24196 -0.248 -0.358 0.220 0.371
H -4.49511 -25.22905 -0.54868 0.163 -0.609 -0.086 0.367
H -3.80831 -25.14272 2.84403 0.208 0.064 -0.072 0.355
H -4.58792 -24.36682 1.47038 0.042 0.074 0.191 0.512
H -3.02266 -23.75199 2.04144 0.158 -0.266 -0.240 0.363
H -3.35036 -27.29673 2.26284 -0.267 0.465 -0.003 0.499
H -3.01707 -27.75906 0.65670 -0.008 0.119 -0.175 0.437
H -5.75355 -26.33799 0.91077 0.180 0.079 0.409 0.329
H -5.52023 -27.95587 1.59665 -0.139 0.023 -0.211 0.351
H -5.24613 -27.61354 -0.13917 0.094 -0.184 0.138 0.355
H -1.04468 -24.66400 0.80706 -0.492 0.127 0.135 0.387
H -1.19015 -26.33400 0.29529 0.574 -0.118 0.200 0.405
H -1.23848 -25.61424 3.31454 -0.995 0.252 0.004 0.396
H 0.17958 -25.80324 2.53043 0.446 0.258 -0.863 0.543
H 0.38310 -27.71601 4.10096 0.013 0.042 -0.092 0.321
H -0.66895 -29.12704 3.75596 0.317 0.097 -0.711 0.274
H -1.37731 -27.77003 4.47563 0.146 0.447 0.335 0.350
C -8.70817 -26.54561 -10.45093 0.564 0.305 -1.103 -1.109
C -7.39722 -26.06079 -11.15350 -0.864 -0.023 1.374 -0.415
N -6.62113 -25.00505 -10.32862 1.897 0.822 -0.476 -0.156
C -5.99054 -25.54436 -8.98566 -1.158 -0.223 -1.411 -1.082
C -5.38826 -24.58784 -11.24509 0.013 -0.202 1.163 -0.454
C -4.28909 -25.68033 -11.42584 -1.541 0.989 0.136 -1.184
C -7.44842 -23.69216 -9.98493 -0.004 -1.608 -0.982 -0.731
C -7.99869 -22.95432 -11.23563 0.882 1.133 1.346 -0.717
O -9.21712 -23.44775 -11.53579 -2.660 -1.493 -1.713 -0.290
C -9.93120 -22.60733 -12.48555 -0.276 0.371 1.125 -0.807
H -8.69099 -26.56115 -9.36118 0.177 0.169 -0.081 0.286
H -8.90754 -27.56542 -10.78011 0.006 0.026 0.017 0.368
H -9.51109 -25.91613 -10.83456 -0.119 -0.043 0.444 0.291
H -7.61812 -25.61775 -12.12458 -0.144 0.359 0.251 0.380
H -6.75532 -26.90747 -11.39679 0.381 0.207 0.576 0.551
H -5.66326 -26.55460 -9.23143 -0.139 0.046 0.376 0.455
H -6.75524 -25.53359 -8.20898 -0.047 -0.166 -0.236 0.393
H -5.14164 -24.96044 -8.63000 -0.159 0.327 -0.528 0.375
H -5.02815 -23.71962 -10.69316 0.368 0.006 -0.207 0.496
H -5.72578 -24.24835 -12.22433 -0.397 -0.173 0.259 0.324
H -3.47900 -25.19355 -11.96888 0.117 -0.152 0.208 0.417
H -4.70305 -26.46005 -12.06520 0.321 -0.215 0.194 0.356
H -3.98317 -26.04752 -10.44621 0.341 -0.134 -0.406 0.306
H -6.90087 -23.07163 -9.27553 0.622 -0.052 -0.529 0.595
H -8.26531 -24.09495 -9.38614 -0.352 0.174 -0.330 0.480
H -7.38321 -22.89104 -12.13299 0.690 -0.386 0.100 0.364
H -8.14671 -21.91144 -10.95529 0.425 0.432 0.435 0.582
H -10.84948 -23.02225 -12.90114 0.504 -0.971 0.095 0.288
H -9.29110 -22.24627 -13.29053 0.109 -0.055 0.063 0.309
H -10.33982 -21.79321 -11.88694 0.384 0.581 -0.149 0.328
C -4.71139 -4.93749 -10.00347 0.685 -1.511 -0.546 -1.294
C -4.95835 -6.48576 -10.23017 -1.004 0.668 1.464 -0.351
N -6.39894 -6.90259 -10.64707 0.649 1.602 0.283 -0.122
C -7.44048 -6.48749 -9.54598 1.382 -0.196 -0.787 -1.017
C -6.74267 -6.08325 -11.94494 -1.543 -1.003 -0.088 -0.420
C -8.09144 -6.51860 -12.65652 0.907 0.863 0.434 -1.216
C -6.42821 -8.42199 -10.83024 -0.599 1.681 -0.153 -0.723
C -5.94631 -9.24002 -9.63109 -1.693 0.365 -1.504 -0.638
O -4.62135 -9.51542 -9.73037 1.787 0.636 0.697 -0.338
C -4.26660 -10.31269 -8.61885 0.680 -1.822 -0.361 -0.819
H -5.31082 -4.43093 -9.24704 -0.480 -0.269 -0.358 0.330
H -4.64935 -4.41091 -10.95581 -0.333 0.169 0.188 0.387
H -3.70821 -4.86672 -9.58308 0.163 -0.175 -0.078 0.427
H -4.84820 -7.01346 -9.28282 0.155 0.234 0.145 0.359
H -4.24521 -6.99993 -10.87449 -0.206 0.462 -0.450 0.462
H -8.38584 -6.93219 -9.85685 0.006 0.503 0.173 0.469
H -7.39637 -5.40357 -9.43979 -0.494 -0.094 -0.525 0.399
H -7.15453 -6.83492 -8.55320 0.192 -0.501 -0.310 0.384
H -5.98101 -6.18268 -12.71830 0.462 -0.388 0.527 0.386
H -6.72924 -5.03334 -11.65240 -0.262 -0.239 0.217 0.487
H -7.87003 -7.28413 -13.40021 -0.299 -0.195 0.305 0.355
H -8.47811 -5.66059 -13.20646 0.320 0.134 -0.136 0.384
H -8.93653 -6.75244 -12.00903 0.309 -0.412 0.166 0.315
H -5.85579 -8.59157 -11.74220 0.017 -0.386 0.133 0.481
H -7.49413 -8.55156 -11.01763 0.135 -0.700 -0.111 0.466
H -6.48389 -10.18021 -9.75426 -0.501 -0.200 0.524 0.546
H -6.20052 -8.75032 -8.69106 -0.224 -0.111 0.189 0.343
H -4.56443 -10.00048 -7.61788 -0.044 0.765 -0.177 0.325
H -3.20249 -10.54727 -8.64559 0.007 0.518 -0.004 0.280
H -4.74392 -11.27998 -8.77570 -0.225 -0.298 0.187 0.349
C 3.99555 -18.78735 -6.71997 0.090 1.588 1.042 -1.471
C 3.58385 -19.93288 -7.56024 -0.742 -0.420 -0.982 -0.050
C 4.29292 -21.22422 -7.27765 0.007 -1.698 -0.374 -0.697
N 3.88501 -22.36638 -8.25895 -0.359 -1.130 0.050 0.200
C 2.32953 -22.58572 -8.19032 1.391 -0.002 -1.041 -1.004
C 4.58051 -23.71458 -7.92504 0.489 -0.479 0.156 -0.576
C 4.73583 -24.55245 -9.20993 -0.530 0.045 -0.094 -0.559
C 4.58633 -23.53606 -10.32738 -1.367 0.356 -0.402 -0.606
C 4.48715 -22.14913 -9.65617 0.183 -0.118 -0.188 -0.720
H 5.08053 -18.69418 -6.67270 -0.027 0.012 0.337 0.352
H 3.51567 -18.71655 -5.74384 0.475 -0.747 0.370 0.368
H 3.62427 -17.83926 -7.10903 0.125 -0.084 -0.654 0.388
H 3.77307 -19.61515 -8.58559 -0.049 -0.333 -0.280 0.262
H 2.51249 -20.10624 -7.45904 -0.064 0.166 -0.062 0.308
H 4.03366 -21.66139 -6.31339 0.097 0.313 0.210 0.365
H 5.37822 -21.18480 -7.37071 -0.017 0.233 0.110 0.419
H 2.11247 -23.48244 -8.77073 0.059 0.063 -0.005 0.438
H 1.82911 -21.73426 -8.65152 0.107 -0.094 0.176 0.389
H 1.99723 -22.75112 -7.16548 0.395 0.245 -0.006 0.316
H 4.05442 -24.31269 -7.18099 -0.109 0.653 0.284 0.335
H 5.58805 -23.47454 -7.58542 -0.195 0.227 0.319 0.376
H 3.98448 -25.33534 -9.31318 -0.265 0.188 0.239 0.284
H 5.66146 -25.12083 -9.30065 0.263 0.464 0.524 0.361
H 3.61691 -23.67368 -10.80628 -0.014 -0.250 -0.192 0.324
H 5.31755 -23.69685 -11.11957 0.172 0.719 0.204 0.394
H 3.89951 -21.41496 -10.20734 0.045 -0.124 0.068 0.418
H 5.49380 -21.76319 -9.49551 -0.119 0.240 0.216 0.383
C -5.92637 -15.85670 -13.44018 0.549 0.662 -1.886 -1.321
C -4.52638 -16.32145 -13.93576 1.222 -0.145 1.671 -0.366
C -3.38510 -15.18240 -13.93831 -0.441 -1.391 -0.981 -0.876
N -1.99166 -15.53857 -14.55186 -0.613 -0.588 1.210 0.218
C -2.18475 -16.15606 -15.91829 -0.630 0.536 0.066 -1.115
C -1.19365 -16.57956 -13.75837 0.481 -0.141 -1.180 -0.572
C 0.24569 -16.24385 -14.15221 -0.360 0.446 1.521 -0.667
C 0.25200 -14.69163 -13.97208 1.363 -2.000 0.868 -0.506
C -1.07420 -14.24261 -14.50210 -0.372 -0.609 -1.564 -0.505
H -6.01674 -15.50869 -12.41119 0.392 -0.170 -0.110 0.341
H -6.65249 -16.64357 -13.64432 0.143 -0.096 0.260 0.368
H -6.18362 -15.06053 -14.13878 -0.533 0.388 0.326 0.344
H -4.54023 -16.80986 -14.91011 -0.429 0.405 -0.128 0.376
H -4.31948 -17.13429 -13.23965 0.861 -0.032 0.050 0.376
H -3.11275 -14.76215 -12.97015 -0.581 0.038 -0.038 0.453
H -3.74984 -14.47331 -14.68145 -0.005 0.611 0.534 0.470
H -1.27063 -16.08032 -16.50714 -0.183 -0.207 0.134 0.388
H -3.02796 -15.69163 -16.42958 0.346 0.592 -0.072 0.375
H -2.55733 -17.17052 -15.77635 0.623 -0.048 -0.004 0.443
H -1.47978 -17.57910 -14.08571 -0.268 0.175 0.205 0.308
H -1.31350 -16.49994 -12.67790 -0.288 0.372 -0.131 0.442
H 0.61578 -16.55051 -15.13053 -0.443 -0.155 0.014 0.340
H 0.85615 -16.69994 -13.37283 0.398 -0.003 -0.315 0.369
H 1.20647 -14.41584 -14.42041 -0.578 1.008 -0.480 0.353
H 0.39911 -14.52504 -12.90498 -0.375 0.303 0.033 0.308
H -0.95579 -13.97460 -15.55198 -0.274 0.328 0.060 0.298
H -1.58025 -13.44465 -13.95869 -0.010 -0.298 -0.024 0.357
Cl -3.37571 -18.83123 -7.95885 0.099 -0.161 -0.239 -0.995
```
Positions in Å, forces in eV/Å.

## Properties
- LUMO (eV) = -5.55
- M (g/mol) = 730.69
- net charge = +4

Formula: C4H14N3
Source: the Open Molecules 2025 dataset
Level of theory: ωB97M-V/def2-TZVPD

Geometry as XYZ:
```
21
Properties=species:S:1:pos:R:3:forces:R:3:nbo_charge:R:1
C 1.07389 -1.70090 -0.11547 -0.193 -0.734 0.036 -0.523
N 2.05964 -0.43243 2.29284 -0.105 -1.781 -0.406 -0.621
C 0.80003 -0.71755 2.05287 0.577 -0.552 1.595 0.355
N 0.25700 -1.04700 0.88201 0.969 0.295 -0.484 -0.170
H 0.48400 -1.99756 -0.98536 -0.086 -0.009 0.223 0.276
H 1.61937 -2.56919 0.28169 -0.033 0.248 -0.107 0.272
H 1.79260 -0.95382 -0.49682 0.112 0.054 0.140 0.277
H 2.76988 -0.77173 1.64296 -0.014 0.680 -0.304 0.437
H 2.38767 -0.55202 3.25099 -0.238 0.811 0.193 0.466
H 0.16849 -0.72965 2.94516 -0.338 0.205 -0.325 0.271
C -1.77887 1.78896 -0.18490 0.586 0.520 0.127 -0.426
N -0.69070 0.95978 -0.81691 -0.731 -1.156 0.256 -0.524
C -1.10126 0.36945 -2.13966 0.739 0.093 -0.447 -0.429
H -1.30143 2.46171 0.52661 -0.138 -0.170 0.208 0.238
H -2.21979 2.42556 -0.94787 -0.151 -0.226 -0.066 0.254
H -2.50838 1.14834 0.30124 -0.027 -0.014 -0.150 0.244
H -0.46990 0.12916 -0.19124 -0.419 1.422 -0.527 0.439
H 0.16414 1.50645 -0.90140 -0.105 0.162 -0.250 0.430
H -1.74419 -0.49646 -1.99425 -0.170 0.247 0.164 0.243
H -0.19054 0.04448 -2.64833 -0.132 -0.007 -0.007 0.231
H -1.57163 1.13442 -2.75416 -0.102 -0.086 0.131 0.258
```
Positions in Å, forces in eV/Å.

## Properties
- LUMO (spin up / spin down) (eV) = -8.54 / -12.20
- M (g/mol) = 104.18
- multiplicity = 2
- ⟨S²⟩ = 0.76
- net charge = +2